# 1
49
Properties=species:S:1:pos:R:3 method="wB97M-V/def2-TZVPD" e_above_lowest_ev=0.3714 s_squared=6.0144 homo_energy_ev="-9.50 / -9.50" multiplicity=5 total_charge=+1 mol_weight_da=534.0
Cr 1.58 -0.86 1.28
O 2.64 -4.28 3.10
C 2.53 -3.16 2.48
O 1.47 -2.63 2.29
C 3.81 -2.49 1.98
C 5.10 -2.81 2.17
C 6.06 -1.90 1.66
C 5.67 -0.76 0.98
C 4.32 -0.54 0.81
N 3.51 -1.41 1.32
C 3.60 0.63 0.11
O 4.21 1.47 -0.50
O 2.33 0.55 0.26
H 1.76 -4.56 3.38
H 5.39 -3.70 2.71
H 7.11 -2.12 1.80
H 6.37 -0.04 0.57
C -3.82 -2.00 2.51
N -2.55 -1.28 2.54
C -1.83 -0.92 1.49
N -2.20 -1.25 0.26
S -0.49 0.10 1.76
H -4.11 -2.27 3.52
H -3.71 -2.92 1.94
H -4.62 -1.38 2.08
H -2.15 -1.00 3.40
H -3.10 -1.66 0.06
H -1.74 -0.76 -0.49
C -3.30 2.10 -0.22
Ge -2.59 2.31 -2.04
C -3.67 3.57 -3.07
C -2.53 0.55 -2.93
C -0.79 3.10 -1.92
Se 0.61 2.06 -1.02
C 1.37 1.21 -2.59
H -4.17 1.44 -0.20
H -3.61 3.08 0.14
H -2.52 1.72 0.44
H -4.70 3.24 -3.23
H -3.20 3.72 -4.05
H -3.70 4.54 -2.58
H -3.47 0.03 -2.77
H -1.69 -0.03 -2.56
H -2.38 0.71 -3.99
H -0.86 4.03 -1.35
H -0.43 3.43 -2.89
H 0.59 1.10 -3.34
H 1.72 0.21 -2.31
H 2.18 1.80 -3.00


# 2
7
Properties=species:S:1:pos:R:3 method="wB97M-V/def2-TZVPD" e_above_lowest_ev=2.3785 s_squared=2.0073 homo_energy_ev="-13.44 / -18.22" multiplicity=3 total_charge=+1 mol_weight_da=46.0
C 0.26 0.58 -0.86
N 0.06 -0.57 1.12
O 0.55 -0.37 -0.11
H 0.75 0.87 -1.80
H -0.70 1.24 -0.81
H -1.38 -0.30 1.13
H 0.46 -1.45 1.33


# 3
20
Properties=species:S:1:pos:R:3 method="wB97M-V/def2-TZVPD" smiles="C=NC.O.O.O.O" e_above_lowest_ev=0.8689 homo_energy_ev=-10.03 mol_weight_da=115.1
C 0.35 0.26 -1.68
C -1.81 -0.36 -1.06
N -0.64 -0.75 -1.34
H 1.10 -0.17 -2.34
H -0.09 1.14 -2.15
H 0.86 0.62 -0.78
H -2.60 -1.10 -1.04
H -2.05 0.70 -0.93
H 1.13 2.09 2.18
H 0.74 0.64 1.92
O 0.37 1.53 2.09
H 1.40 -1.79 1.02
H 2.46 -0.74 0.84
O 1.80 -1.01 1.47
H -0.70 3.62 -0.53
H -0.77 2.51 0.63
O -1.25 3.01 -0.03
H -0.24 -2.40 -0.43
H 0.15 -3.80 0.09
O 0.52 -2.93 -0.11


# 4
38
Properties=species:S:1:pos:R:3 method="wB97M-V/def2-TZVPD" e_above_lowest_ev=0.3545 s_squared=2.0105 homo_energy_ev="-8.12 / -8.35" multiplicity=3 mol_weight_da=475.7
Pd 0.30 -0.52 -0.44
O 1.59 2.68 1.90
C 1.03 1.71 1.39
N 1.22 1.25 0.15
C 2.32 1.82 -0.58
C 2.97 0.82 -1.49
C 4.09 1.17 -2.25
C 4.69 0.22 -3.06
C 4.15 -1.06 -3.10
C 3.03 -1.33 -2.33
N 2.46 -0.42 -1.55
C 0.06 0.88 2.20
C -0.66 1.44 3.24
C -1.38 0.61 4.08
C -1.35 -0.76 3.85
C -0.66 -1.23 2.75
N 0.03 -0.44 1.93
H 3.07 2.21 0.13
H 1.98 2.68 -1.19
H 4.47 2.17 -2.21
H 5.56 0.47 -3.65
H 4.60 -1.84 -3.70
H 2.56 -2.31 -2.34
H -0.63 2.51 3.37
H -1.94 1.02 4.91
H -1.85 -1.44 4.51
H -0.63 -2.29 2.51
Se -1.04 -1.52 -2.08
C -2.76 -1.12 -1.32
C -3.94 -1.13 -2.06
C -5.13 -0.87 -1.38
N -5.20 -0.64 -0.08
C -4.07 -0.60 0.60
C -2.83 -0.82 0.04
H -3.94 -1.32 -3.12
H -6.08 -0.86 -1.90
H -4.16 -0.39 1.66
H -1.92 -0.77 0.62


# 5
84
Properties=species:S:1:pos:R:3 method="wB97M-V/def2-TZVPD" smiles="CC[C@H](Br)[C@]1(CCCBr)OC(=O)O[C@H]1B(C)O.ClC(Cl)Cl.ClC(Cl)Cl.ClC(Cl)Cl.ClC(Cl)Cl.ClC(Cl)Cl.ClC(Cl)Cl.ClC(Cl)Cl.ClC(Cl)Cl.ClC(Cl)Cl.ClC(Cl)Cl" homo_energy_ev=-9.89 mol_weight_da=1565.6
C 0.08 3.27 0.77
C -1.46 3.14 0.14
C -1.97 1.60 -0.02
Br -2.15 0.89 1.87
C -1.10 0.65 -1.02
C 0.09 1.25 -1.97
C 0.00 0.85 -3.57
C -0.87 1.95 -4.47
Br -2.47 1.02 -5.32
O -2.15 0.29 -2.04
C -2.40 -1.18 -2.20
O -3.50 -1.83 -2.60
O -1.06 -1.73 -1.78
C -0.84 -0.93 -0.53
B 0.52 -1.27 0.33
C 1.12 -2.81 0.42
O 1.19 -0.16 1.08
H 0.10 3.45 1.93
H 0.76 2.35 0.50
H 0.59 4.22 0.27
H -2.15 3.67 0.95
H -1.56 3.76 -0.85
H -3.09 1.66 -0.42
H 0.16 2.44 -1.97
H 1.18 0.90 -1.62
H -0.30 -0.26 -3.78
H 1.11 0.96 -3.98
H -1.21 2.79 -3.73
H -0.24 2.35 -5.39
H -1.68 -1.42 0.16
H 1.05 -3.13 1.56
H 0.43 -3.51 -0.23
H 2.24 -2.80 0.07
H 1.75 0.38 0.43
C 1.43 -0.52 4.69
Cl -0.04 -0.91 5.60
Cl 1.65 1.23 4.57
Cl 2.85 -1.27 5.44
H 1.33 -0.92 3.68
C 2.41 -1.97 -5.38
Cl 1.42 -1.89 -3.91
Cl 1.51 -2.74 -6.70
Cl 2.95 -0.35 -5.85
H 3.29 -2.58 -5.17
C -6.97 -2.47 -1.57
Cl -7.50 -2.79 0.09
Cl -7.80 -3.54 -2.71
Cl -7.24 -0.77 -2.00
H -5.90 -2.67 -1.63
C 5.79 -3.49 4.01
Cl 7.33 -2.89 3.38
Cl 5.47 -2.81 5.62
Cl 4.47 -3.11 2.90
H 5.86 -4.58 4.11
C -6.22 1.29 1.45
Cl -5.50 0.78 2.98
Cl -7.76 2.12 1.72
Cl -5.10 2.33 0.55
H -6.42 0.40 0.84
C -8.37 -2.59 -6.77
Cl -7.19 -2.45 -8.08
Cl -8.05 -1.38 -5.51
Cl -10.02 -2.41 -7.39
H -8.28 -3.58 -6.32
C -1.20 3.15 -8.90
Cl -1.56 4.11 -7.45
Cl -0.49 1.59 -8.46
Cl -2.66 2.92 -9.87
H -0.47 3.70 -9.51
C 4.33 -1.80 9.29
Cl 2.79 -0.94 9.48
Cl 5.70 -0.68 9.44
Cl 4.46 -3.11 10.47
H 4.36 -2.24 8.29
C 2.06 3.50 7.40
Cl 0.52 4.36 7.59
Cl 3.42 4.62 7.55
Cl 2.19 2.19 8.58
H 2.08 3.06 6.39
C 10.52 -0.09 2.89
Cl 10.24 0.72 1.34
Cl 10.02 -1.79 2.81
Cl 12.23 0.03 3.35
H 9.92 0.41 3.65


# 6
11
Properties=species:S:1:pos:R:3 method="wB97M-V/def2-TZVPD" e_above_lowest_ev=2.4263 homo_energy_ev=-9.46 mol_weight_da=83.1
C -2.06 0.02 0.02
C -0.56 0.07 -0.03
C 1.36 0.65 0.13
H -2.32 -0.25 -0.90
H -2.09 -0.60 1.04
H -2.54 0.88 0.34
H 2.15 1.28 0.11
H 2.00 -1.28 0.26
N 0.23 1.26 -0.11
N 1.26 -0.76 -0.07
N -0.02 -1.15 -0.04


# 7
35
Properties=species:S:1:pos:R:3 method="wB97M-V/def2-TZVPD" e_above_lowest_ev=0.0000 homo_energy_ev=-1.63 total_charge=-2 mol_weight_da=410.7
Pd -0.41 -0.08 0.40
N 1.63 -0.43 -0.37
C 2.52 -0.94 0.68
C 2.12 -0.46 2.10
O 2.99 -0.56 2.96
O 0.94 -0.03 2.24
H 1.54 -1.06 -1.16
H 1.94 0.48 -0.69
H 3.56 -0.67 0.52
H 2.46 -2.03 0.68
N 1.92 2.54 0.49
C 1.04 3.27 -0.31
O -0.16 3.03 -0.24
C 1.64 4.25 -1.19
C 3.02 4.47 -1.19
N 4.17 4.65 -1.15
C 0.83 5.03 -2.04
N 0.20 5.71 -2.74
H 2.81 2.96 0.72
H 1.45 2.06 1.24
N -2.56 -4.78 0.37
C -2.94 -3.55 0.91
O -3.59 -3.54 1.96
C -2.60 -2.37 0.14
C -2.73 -1.09 0.71
C -2.45 0.06 -0.03
C -1.67 -0.16 -1.22
N -1.69 -1.40 -1.88
C -2.13 -2.42 -1.20
H -2.60 -5.51 1.07
H -1.69 -4.77 -0.15
H -3.15 -1.01 1.71
H -2.79 1.04 0.27
H -1.47 0.68 -1.87
H -2.16 -3.37 -1.73


# 8
99
Properties=species:S:1:pos:R:3 method="wB97M-V/def2-TZVPD" e_above_lowest_ev=5.0306 homo_energy_ev=-8.70 mol_weight_da=594.5
O 2.67 -3.51 -1.97
H 2.46 -2.58 -2.04
H 3.43 -3.54 -1.39
O -0.17 -0.41 2.53
H 0.34 -0.68 3.29
H -1.08 -0.57 2.78
O 2.49 3.45 1.94
H 1.78 3.78 1.38
H 2.72 2.60 1.56
O -1.30 1.11 5.26
H -1.25 0.23 5.63
H -2.23 1.23 5.04
O -3.47 -0.09 2.49
H -3.92 -0.89 2.20
H -3.47 0.48 1.72
O 3.87 3.41 -0.78
H 3.36 2.68 -1.13
H 4.46 3.01 -0.14
O -1.89 -3.16 1.97
H -1.45 -2.31 2.05
H -1.27 -3.78 2.35
O 2.57 -0.90 -2.27
H 2.31 -0.06 -1.89
H 2.59 -0.74 -3.21
O -0.23 -1.95 -2.73
H -0.34 -1.74 -1.80
H 0.71 -1.89 -2.89
O -1.80 2.94 2.27
H -1.44 2.07 2.37
H -2.59 2.95 2.82
O -3.23 -1.67 -1.02
H -3.93 -1.87 -0.40
H -3.31 -0.73 -1.18
O -0.47 1.93 -4.83
H -1.10 1.74 -4.13
H 0.18 1.23 -4.77
O -1.24 -4.86 -3.59
H -1.08 -4.09 -3.04
H -2.04 -5.25 -3.24
O 0.04 -2.23 -0.06
H 0.65 -2.72 0.49
H -0.82 -2.61 0.13
O -1.68 3.34 -0.89
H -2.25 4.09 -1.07
H -2.19 2.79 -0.29
O 1.08 -1.90 4.57
H 1.80 -1.43 4.97
H 0.90 -2.63 5.16
O 1.94 1.83 -1.89
H 1.11 1.54 -1.51
H 1.75 2.67 -2.29
O -4.39 -2.69 1.33
H -3.48 -2.96 1.46
H -4.90 -3.49 1.49
O 1.29 1.90 5.79
H 1.78 1.08 5.75
H 0.46 1.71 5.37
O 0.84 4.35 -0.10
H 0.04 3.89 0.17
H 1.02 4.01 -0.98
O 3.09 0.81 1.00
H 3.35 0.16 1.65
H 2.19 0.57 0.77
O -0.53 5.83 2.33
H -0.67 4.94 1.98
H -0.20 5.69 3.22
O 2.32 -1.29 -4.82
H 2.87 -0.55 -5.07
H 1.48 -1.12 -5.23
O 5.56 -0.58 0.23
H 4.78 -0.46 -0.31
H 5.23 -0.55 1.13
O 0.81 3.93 -2.81
H -0.08 3.75 -3.09
H 1.29 4.09 -3.63
O 0.45 0.45 0.10
H 0.30 -0.29 -0.50
H 0.08 0.16 0.93
O -1.50 -1.67 5.45
H -0.60 -1.82 5.18
H -1.95 -2.50 5.29
O 3.93 -0.95 2.73
H 4.81 -0.78 3.06
H 3.87 -1.91 2.68
O -3.85 1.54 0.16
H -4.71 1.16 -0.02
H -4.01 2.22 0.82
O -1.89 1.07 -2.78
H -1.91 1.71 -2.07
H -2.79 0.77 -2.86
O 0.69 -5.05 -1.40
H 1.45 -4.56 -1.72
H 0.26 -5.37 -2.19
O -0.06 -0.74 -5.68
H -0.67 -0.90 -4.96
H -0.59 -0.85 -6.47
O -2.90 -1.72 -4.28
H -2.73 -1.81 -3.34
H -3.82 -1.44 -4.33